(A)
The ion C3H8NO2 with charge +1, computed with ωB97M-V/def2-TZVPD.

Computed properties:
highest occupied orbital energy: -16.0 eV
gap between HOMO and LUMO: 10.8416 eV
SMILES string: CC/[N+](O)=C/O
charge: +1

Cartesian coordinates (Å):
C1 0.7370 -1.6845 0.4355
C2 0.9963 -0.5009 -0.3464
N1 0.0547 0.5042 -0.0853
O1 0.2273 1.2568 1.3953
C3 -1.0050 0.8847 -0.7186
O2 -1.7813 1.7745 -0.2362
H1 0.5408 -1.3477 1.5237
H2 -0.2385 -2.1331 0.0763
H3 1.4799 -2.3810 0.2978
H4 0.9616 -0.8739 -1.4190
H5 2.0476 -0.0160 -0.2968
H6 -0.1400 2.1987 1.5127
H7 -1.1600 0.4315 -1.6734
H8 -2.7205 1.8867 -0.4658

=====

(B)
The ion C3H8NO2 with charge +1, computed with ωB97M-V/def2-TZVPD.

Computed properties:
highest occupied orbital energy: -15.0 eV
gap between HOMO and LUMO: 11.4014 eV
SMILES string: [NH3+]C[C@]1(O)CO1
charge: +1

Cartesian coordinates (Å):
N1 1.5114 -0.4004 -0.8045
C1 0.8488 -0.0995 0.5445
C2 -0.4941 0.5034 0.2990
O1 -0.5193 1.7326 0.8952
C3 -1.6865 -0.4278 0.1266
O2 -0.9167 0.0645 -1.0138
H1 0.8980 0.0206 -1.5396
H2 1.4571 -1.3436 -0.9779
H3 2.4215 -0.0602 -1.1495
H4 0.7934 -1.0137 1.0672
H5 1.5348 0.5298 1.0002
H6 -1.4284 2.0908 0.9928
H7 -1.7224 -1.4955 0.2412
H8 -2.6976 -0.1010 0.3183

=====

Which is most stable? The ranking, best first, is (B), (A).